Below is a cluster of 2 separate species, C2F3N in total, with properties calculated with ωB97M-V/def2-TZVPD.

- LUMO energy (alpha / beta): -1.523 / -4.199 eV
- Relative energy (zero: lowest compared OMol25 entry of this formula, charge and spin): 121.0 kcal per mole
- Maximum force: 4.3 eV Å⁻¹
- Total charge: 0

Geometry as XYZ:
```
6
Properties=species:S:1:pos:R:3:lowdin_charge:R:1
F -1.273 0.791 1.120 0.169
F -1.226 0.398 -0.981 0.155
C -1.049 -0.121 0.202 -0.450
N 3.132 0.358 -0.351 -0.001
F -1.766 -1.194 0.208 0.189
C 2.183 -0.232 -0.199 -0.064
```

=====

Below is a cluster of 11 separate species, C3H28NO13 in total, with properties calculated with ωB97M-V/def2-TZVPD.

- LUMO energy: -2.439 eV
- Relative energy (zero: lowest compared OMol25 entry of this formula, charge and spin): 102.2 kcal per mole
- Maximum force: 4.2 eV Å⁻¹
- Total charge: +1

Geometry as XYZ:
```
45
Properties=species:S:1:pos:R:3:lowdin_charge:R:1
H -0.212 -3.364 1.381 0.090
H -0.634 -1.640 -1.470 0.116
H 1.289 -1.526 2.507 -0.016
N -0.528 -0.643 -1.382 0.234
H -2.573 -1.682 0.848 0.140
H 2.467 -3.408 0.087 0.032
O -0.737 2.298 2.995 -0.124
C -0.995 0.313 0.801 -0.466
C -2.593 -1.251 -0.171 -0.256
H 2.816 2.939 0.531 0.059
O 0.131 0.723 0.850 0.109
O 2.374 -3.375 -0.853 -0.036
H -1.474 0.887 2.540 0.096
H 0.798 -2.663 -2.853 0.077
O 0.390 3.771 -1.388 -0.073
O 2.574 2.608 -0.349 -0.076
H 1.918 -1.731 -3.323 0.086
O 0.117 -2.868 0.585 -0.068
H 0.371 -0.337 -1.072 0.102
H 2.363 -2.573 -1.361 0.000
H 2.332 3.452 -0.780 0.036
O 1.134 0.767 3.395 -0.022
H -0.125 4.212 -0.700 0.054
H -2.150 0.771 -0.973 0.134
H 1.116 -1.543 4.062 0.056
H 0.912 0.447 2.514 0.021
H -3.790 1.644 -2.141 0.050
O -3.757 -1.155 -0.900 -0.040
O 2.557 0.104 -1.949 -0.070
H -2.226 -2.322 -0.436 0.145
H -1.019 2.886 3.750 0.093
O 1.462 -2.040 3.288 -0.062
O 1.153 -1.777 -2.720 -0.087
H 0.150 4.177 -2.267 0.081
H 0.007 1.752 3.516 0.046
H -2.748 2.688 -2.901 0.041
O -2.917 1.976 -2.310 -0.023
C -1.671 -0.097 -0.485 -0.104
H -4.652 -1.046 -0.483 0.140
H 0.832 -3.492 0.346 0.025
H -0.691 -0.114 -2.265 0.184
H 3.414 0.048 -2.373 0.051
H 2.542 1.008 -1.527 0.035
O -1.776 0.159 1.894 0.090
H 2.050 1.014 3.540 0.101
```

=====

Below is a cluster of 2 separate species, C21H25F4O5 in total, with properties calculated with ωB97M-V/def2-TZVPD.

- LUMO energy: -0.286 eV
- Relative energy (zero: lowest compared OMol25 entry of this formula, charge and spin): 0.0 kcal per mole
- Maximum force: 3.2 eV Å⁻¹
- Total charge: -1

Geometry as XYZ:
```
55
Properties=species:S:1:pos:R:3:lowdin_charge:R:1
C -2.735 4.393 -3.494 -0.197
H -0.868 -1.704 -5.781 0.096
H -0.606 0.152 -7.103 0.101
H -2.041 0.644 -6.187 0.110
F -1.213 0.323 3.460 0.130
C 2.464 -1.229 -1.752 -0.064
C -0.649 2.943 -6.390 -0.222
H 0.918 -0.444 -0.483 0.110
O -3.712 1.252 -4.063 -0.053
H -2.414 4.142 -6.650 0.100
H -1.592 -1.804 -3.462 0.104
H 0.232 -0.781 -4.738 0.095
H 0.163 3.677 -6.330 0.098
H -0.301 1.803 -4.563 0.106
O 3.092 -0.010 1.580 0.136
H 2.888 -1.072 -2.750 0.078
C 0.974 0.166 2.624 -0.108
H -0.805 2.702 -7.449 0.100
F 1.184 -0.994 3.271 0.125
C -3.069 2.279 -2.006 -0.136
H 3.242 -1.040 -1.007 0.064
C -0.771 -0.789 -5.181 -0.205
F 0.421 3.721 0.547 0.140
O 0.278 -0.454 -2.432 -0.028
C 0.634 2.567 1.205 -0.112
C -0.742 0.392 -2.147 -0.471
C 2.062 0.653 1.789 -0.252
H -2.803 -0.975 -4.482 0.108
H -3.694 4.010 -3.868 0.107
H -4.139 2.518 -1.943 0.114
F 2.849 2.453 0.433 0.123
H -0.697 4.425 -4.259 0.104
H -2.658 2.778 -5.565 0.091
C -1.721 4.520 -4.650 -0.206
O -1.596 2.591 1.983 0.168
C 1.827 1.941 1.147 -0.123
C -0.490 2.035 1.966 -0.236
C -0.212 0.807 2.705 -0.095
C -1.804 -0.889 -4.036 -0.175
H -1.811 5.543 -5.045 0.094
C 1.332 -0.274 -1.481 -0.253
H 1.673 0.766 -1.534 0.122
H -2.717 1.858 -1.058 0.094
H 0.874 1.505 -5.836 0.108
C -0.201 1.674 -5.653 -0.208
C -1.941 3.566 -5.841 -0.205
C -2.276 3.551 -2.282 -0.197
H -2.914 5.412 -3.115 0.093
C -0.967 0.421 -6.097 -0.209
H -2.353 4.176 -1.378 0.102
O -0.645 1.153 -1.183 -0.007
C -2.908 1.224 -3.107 -0.400
C -1.845 0.265 -3.086 -0.135
H 2.124 -2.264 -1.638 0.079
H -1.211 3.290 -2.359 0.098
```

=====

Number 1: DFT total energy -430.356769 Eh. Number 2: DFT total energy -1163.698556 Eh. Number 3: DFT total energy -1590.871120 Eh.